1.
Here is C26H30N4O5 in the gas phase from the OMol25 dataset. Energies are from ωB97M-V with the def2-TZVPD basis set.

```
65
Properties=species:S:1:pos:R:3:forces:R:3:nbo_charge:R:1
C -6.15945 0.15573 4.61239 -0.2 0.0 0.0 -0.25
O -4.76639 0.27169 4.78632 0.3 0.0 0.0 -0.49
C -4.01141 0.66364 3.72886 0.2 0.1 -0.2 0.34
C -4.49757 0.95848 2.46204 -0.2 -0.1 0.3 -0.34
C -3.61575 1.34924 1.47005 0.4 0.0 0.1 -0.15
C -2.25996 1.46268 1.71830 -0.3 -0.2 0.3 0.11
N -1.36982 1.87893 0.69391 -0.2 0.4 -0.2 -0.24
N -0.23073 1.21360 0.64890 1.0 -0.5 -0.6 -0.16
C 0.70927 1.50336 -0.19311 -0.8 0.1 0.1 0.05
C 1.93362 0.66222 -0.04923 0.1 -0.2 0.5 0.66
O 2.78398 0.53078 -0.92297 0.1 0.2 -0.2 -0.67
N 2.01112 0.06813 1.15385 -0.1 0.0 0.2 -0.59
C 3.04633 -0.87732 1.50393 0.1 -0.3 -0.2 -0.31
C 2.74930 -2.26312 0.89302 0.3 0.6 0.3 0.67
O 2.41613 -3.21585 1.56653 -0.2 -0.3 0.2 -0.63
N 2.89587 -2.26798 -0.43743 0.1 0.0 -0.6 -0.64
C 2.52170 -3.38952 -1.27852 0.0 -0.5 0.0 -0.05
C 0.99229 -3.47354 -1.42451 0.1 0.2 0.2 -0.42
C 0.33933 -2.17844 -1.91009 -0.1 -0.2 -0.2 -0.40
C 0.24811 -2.03313 -3.43146 0.0 0.0 0.0 -0.40
C 1.47316 -2.52403 -4.20706 -0.1 0.2 0.0 -0.40
C 2.81501 -2.19427 -3.55067 0.0 -0.3 -0.2 -0.42
C 3.28841 -3.29260 -2.59698 0.0 0.1 0.2 -0.40
C 0.55494 2.54577 -1.17305 -0.4 0.4 -0.1 0.02
C 1.51122 2.88002 -2.13918 0.1 0.0 0.0 -0.20
C 1.26542 3.90296 -3.02666 0.0 0.0 0.0 -0.19
C 0.07171 4.62118 -2.97422 -0.1 0.0 0.0 -0.20
C -0.87910 4.30883 -2.02965 -0.1 0.0 0.1 -0.15
C -0.65200 3.27031 -1.12422 0.5 -0.1 -0.2 -0.16
C -1.68001 2.96474 -0.12786 -0.1 0.2 0.1 0.64
O -2.71840 3.58260 0.00150 0.1 0.0 -0.1 -0.60
C -1.75557 1.15940 2.99888 -0.2 0.1 -0.2 0.32
O -0.41478 1.28914 3.18798 -0.3 0.1 0.0 -0.50
C 0.11116 1.05107 4.47382 0.1 0.0 0.3 -0.26
C -2.64168 0.76179 3.98353 0.0 -0.1 0.1 -0.35
H -6.55067 -0.15903 5.57842 0.0 0.0 -0.1 0.20
H -6.60927 1.11348 4.33372 0.0 0.0 0.0 0.18
H -6.40784 -0.59747 3.85844 0.0 0.0 0.0 0.18
H -5.54711 0.88916 2.23088 -0.1 0.0 0.0 0.22
H -3.99266 1.58089 0.48778 0.0 0.0 -0.1 0.24
H 1.19462 0.15446 1.74510 0.0 0.0 0.0 0.44
H 3.99995 -0.50956 1.11386 -0.1 0.0 0.1 0.22
H 3.09643 -0.96708 2.58885 0.0 0.0 -0.1 0.23
H 3.12456 -1.39471 -0.89974 0.0 0.0 0.2 0.43
H 2.84688 -4.29535 -0.74972 0.0 0.1 -0.1 0.22
H 0.73965 -4.29991 -2.08911 0.0 -0.1 0.0 0.20
H 0.59965 -3.71277 -0.43396 0.0 -0.1 0.0 0.23
H -0.67485 -2.12095 -1.50710 0.0 0.1 0.1 0.21
H 0.88388 -1.33016 -1.49540 0.0 0.0 0.1 0.19
H 0.08092 -0.97676 -3.65646 -0.1 0.0 -0.1 0.20
H -0.62398 -2.58234 -3.79482 -0.1 0.1 0.0 0.20
H 1.43719 -2.07526 -5.20249 0.0 -0.1 0.0 0.21
H 1.40989 -3.60531 -4.34575 0.0 0.0 -0.1 0.19
H 2.75534 -1.23335 -3.03858 0.1 0.2 0.0 0.21
H 3.57104 -2.09480 -4.33327 0.0 0.1 0.0 0.21
H 3.21958 -4.25484 -3.10910 0.0 0.0 0.0 0.21
H 4.34135 -3.12663 -2.35513 0.0 -0.1 0.0 0.21
H 2.43193 2.32104 -2.17822 0.0 0.0 0.0 0.25
H 2.00627 4.15353 -3.77152 0.1 0.0 0.0 0.22
H -0.10462 5.42291 -3.67560 0.0 0.1 0.0 0.22
H -1.81227 4.84712 -1.96187 -0.1 0.0 0.0 0.24
H -0.33532 1.71492 5.21952 0.0 0.0 0.0 0.18
H 1.17685 1.26263 4.39712 -0.1 0.0 0.0 0.20
H -0.03243 0.00990 4.77799 0.0 0.0 0.0 0.18
H -2.31041 0.51975 4.97921 0.1 0.0 0.1 0.23
```
Positions in Å, forces in eV/Å.

## Properties
**E_tot**: -43647.7068 eV
**HOMO energy**: -8.213 eV
**LUMO energy**: -0.064 eV
**SMILES**: COc1ccc(-n2nc(C(=O)NCC(=O)NC3CCCCCC3)c3ccccc3c2=O)c(OC)c1
**Net charge**: 0
**Spin multiplicity**: 1
**Largest force on an atom**: 1.25 eV/Å

***

2.
Here is a 2-piece molecular cluster, C4H7NSi overall from the OMol25 dataset. Energies are from ωB97M-V with the def2-TZVPD basis set.

```
13
Properties=species:S:1:pos:R:3:forces:R:3:nbo_charge:R:1
C 2.61691 0.93839 -0.61159 -0.7 -0.4 0.5 -0.18
C 2.30230 -0.00297 0.14387 0.3 -0.9 -0.5 -0.24
C 1.87575 -1.13875 0.75756 0.1 1.2 0.2 -0.16
C -0.93679 -0.68279 0.13122 -0.3 -6.4 -1.4 -0.86
N -0.56778 0.61050 0.30711 -0.7 3.3 3.1 -0.84
Si -2.49335 -0.08974 -0.23986 -1.6 0.5 -1.8 1.23
H 2.40620 1.94393 -0.87634 0.3 0.5 -0.1 0.23
H 2.32395 -2.01807 0.32840 0.1 -0.6 0.0 0.17
H -0.41309 -1.18390 -0.63749 0.7 -0.8 -0.6 0.20
H 0.38538 0.64189 -0.09566 -0.7 1.5 0.8 0.44
H -0.71262 0.59141 1.38433 1.8 1.7 -2.2 0.41
H -3.36326 0.01181 0.86565 -0.9 0.4 1.1 -0.23
H -3.42359 0.37828 -1.45722 1.4 0.0 0.9 -0.18
```
Positions in Å, forces in eV/Å.

## Properties
**E_tot**: -13617.7856 eV
**HOMO energy (spin up / spin down)**: -6.423 / -6.885 eV
**LUMO energy (spin up / spin down)**: -1.618 / -1.066 eV
**Net charge**: 0
**Spin multiplicity**: 1
**Largest force on an atom**: 6.59 eV/Å

***

3.
Here is a 8-piece molecular cluster, C32H85N9O13 overall from the OMol25 dataset. Energies are from ωB97M-V with the def2-TZVPD basis set.

```
139
Properties=species:S:1:pos:R:3:forces:R:3:mulliken_charge:R:1
C 2.68102 -3.30838 2.80011 -1.2 0.8 0.2 -0.82
O 2.09175 -2.23859 2.03149 0.3 -1.5 -1.9 -0.29
C 2.45099 -2.44606 0.58803 2.2 -0.6 1.1 -1.12
C 1.41778 -1.91727 -0.32191 -0.3 -0.2 0.2 -0.34
N 1.44124 -0.48373 -0.08610 -1.5 -0.1 0.3 -0.14
C 0.07889 0.01909 0.21103 0.4 1.3 1.0 -0.70
C -0.23388 1.30612 -0.49632 0.1 0.3 -1.2 -0.53
O 0.52958 2.40139 0.01144 -0.1 0.6 -0.2 -0.28
C 0.97631 3.31645 -1.00194 -0.8 -0.3 -0.1 -0.68
H 2.23337 -4.26320 2.52437 0.6 -0.3 -0.6 0.31
H 2.31062 -3.22817 3.82210 0.4 0.6 0.2 0.25
H 3.76715 -3.22772 2.75624 0.0 -0.5 0.0 0.30
H 2.80874 -3.44146 0.32480 -0.8 -0.7 0.6 0.62
H 3.40103 -1.92569 0.46674 0.1 0.6 -0.1 0.43
H 0.52320 -2.41623 0.05074 -0.6 0.2 -0.4 0.21
H 1.54694 -2.11601 -1.38583 0.2 -0.5 0.1 0.35
H 1.95904 -0.49272 0.78102 -0.1 1.2 0.1 0.29
H 0.00264 0.27726 1.26727 0.4 0.1 0.4 0.28
H -0.76865 -0.66483 0.16598 0.3 -0.5 -0.9 0.44
H -1.31121 1.47156 -0.48715 -0.2 0.5 0.5 0.38
H -0.01659 1.25250 -1.56310 0.2 -0.4 -0.3 0.24
H 0.21451 3.61273 -1.72303 -0.6 -0.6 -0.1 0.32
H 1.76946 2.85667 -1.59154 0.4 0.2 0.1 0.22
H 1.20515 4.30969 -0.61566 0.7 -0.5 0.7 0.29
C 6.28392 -10.24290 7.58426 -1.6 0.0 -1.8 -0.71
O 4.89467 -10.75624 7.44615 0.9 1.1 0.7 -0.32
C 4.25489 -10.36985 6.20822 1.3 -1.6 -0.1 -0.55
C 2.75861 -10.61633 6.23248 -0.2 1.0 -0.4 -0.48
N 2.13863 -10.22069 4.95567 -0.4 -1.8 0.3 -0.36
C 0.67473 -10.55342 4.89665 2.4 1.2 0.6 -0.49
C 0.08730 -9.53020 4.01769 -2.3 2.2 -0.2 -0.67
O 0.14316 -8.18491 4.61861 -0.3 -0.5 -0.1 -0.31
C -0.77550 -7.16298 4.15734 1.0 -0.5 0.4 -0.70
H 6.85694 -10.60285 6.72975 0.2 -0.5 0.1 0.30
H 6.80051 -10.48540 8.51294 -0.7 -0.3 0.0 0.26
H 6.28548 -9.16831 7.40162 -0.2 0.3 0.5 0.30
H 4.72494 -10.99532 5.44931 -0.1 -0.1 -0.4 0.35
H 4.49114 -9.35544 5.88685 -0.2 0.4 0.5 0.31
H 2.40923 -10.03103 7.08304 -0.5 0.1 0.2 0.27
H 2.42385 -11.64139 6.39150 0.6 -0.2 0.2 0.29
H 2.31010 -9.28052 4.62890 -0.1 0.1 0.5 0.30
H 0.27187 -10.50846 5.90847 -0.4 0.4 0.1 0.32
H 0.38164 -11.54222 4.54384 0.7 -0.2 -0.4 0.33
H -0.95950 -9.82083 3.92916 -0.4 0.3 -0.4 0.45
H 0.50376 -9.42958 3.01543 0.3 -0.5 0.0 0.34
H -0.38876 -6.61997 3.29498 0.0 -0.3 -0.4 0.25
H -0.79482 -6.40545 4.94084 -0.2 -0.2 0.2 0.25
H -1.78599 -7.52939 3.97632 0.0 -0.2 0.0 0.29
C -0.88051 -1.12008 -6.30419 -0.7 -1.3 -0.3 -0.76
O -1.37451 -1.52249 -5.01285 -0.7 1.1 -0.1 -0.28
C -2.83597 -1.31822 -4.96700 0.9 -0.4 1.6 -0.56
C -3.38016 -1.52213 -3.50596 0.8 -0.3 -1.6 -0.21
N -3.81928 -2.88534 -3.23579 -1.1 1.7 -1.9 -0.44
C -4.14721 -3.05746 -1.87789 0.9 -1.4 3.0 -0.60
C -5.05853 -2.12108 -1.03503 0.5 1.4 -1.5 -0.62
O -4.29273 -1.28549 -0.11937 0.0 -0.4 -0.4 -0.25
C -5.04289 -0.46167 0.77697 -1.1 -1.1 -0.2 -0.86
H -1.05381 -1.98693 -6.94187 -0.2 0.1 -0.6 0.31
H 0.19190 -0.96022 -6.41587 0.1 0.2 1.0 0.22
H -1.41088 -0.26494 -6.72317 0.0 0.1 0.2 0.32
H -3.29859 -2.04065 -5.63945 -0.2 0.2 -0.2 0.34
H -3.05154 -0.27884 -5.21463 0.0 0.0 -0.5 0.27
H -4.21991 -0.84357 -3.35601 0.0 0.0 -0.1 0.22
H -2.58662 -1.18358 -2.83979 0.3 0.0 0.3 0.19
H -3.17205 -3.58353 -3.57302 0.1 0.1 0.2 0.27
H -3.19547 -3.07379 -1.34683 0.2 0.1 0.8 0.30
H -4.52764 -4.06569 -1.71408 -0.2 -0.1 -0.3 0.43
H -5.86679 -2.70836 -0.59923 0.2 0.1 0.6 0.40
H -5.49977 -1.41495 -1.73844 -0.6 0.0 -0.1 0.38
H -5.17684 -1.02725 1.69907 0.2 0.3 0.4 0.31
H -6.06221 -0.28842 0.43191 -0.2 -0.1 -0.4 0.35
H -4.66087 0.54266 0.95995 0.8 -0.3 -0.2 0.26
C 2.83190 7.36690 4.33751 -0.2 1.3 1.7 -0.81
O 2.45071 6.26421 5.13932 -0.2 -0.8 -1.7 -0.34
C 2.48189 5.00165 4.38881 0.2 1.0 0.6 -0.52
C 1.54569 4.03330 5.08062 -0.3 0.6 -0.8 -0.78
N 1.79865 3.96834 6.47430 1.0 -0.9 0.3 -0.09
C 1.42509 2.72579 7.12428 0.3 1.1 1.4 -0.67
C 2.11823 2.70208 8.46605 0.9 -0.5 1.9 -0.62
O 1.61123 3.68233 9.39042 -1.0 -0.5 -0.7 -0.36
C 2.01743 3.46690 10.72250 1.1 0.8 -0.2 -0.74
H 3.12840 8.15740 5.02693 0.8 -0.2 0.5 0.27
H 1.98327 7.94516 3.97208 -0.4 -0.8 -1.3 0.29
H 3.68154 7.20462 3.67429 -0.4 -0.2 -0.3 0.32
H 3.53777 4.73319 4.35480 0.1 -0.7 0.5 0.30
H 2.22419 5.05805 3.33121 -0.5 0.7 -0.1 0.46
H 1.59442 3.08574 4.54408 0.3 -0.3 0.4 0.42
H 0.50843 4.35449 4.98557 -0.3 0.3 -0.9 0.27
H 1.44484 4.80915 6.90783 0.0 -0.3 0.4 0.21
H 1.72987 1.86000 6.53639 0.0 0.1 -0.1 0.40
H 0.36585 2.66576 7.37432 -0.5 -0.2 -0.3 0.26
H 3.20022 2.83345 8.45402 0.3 0.6 -0.9 0.37
H 2.11420 1.75478 9.00523 -0.9 -0.7 -0.4 0.51
H 1.31420 3.09691 11.46861 -0.7 -0.2 -0.5 0.25
H 2.33561 4.45932 11.04181 0.2 -0.1 0.5 0.25
H 2.86816 2.78566 10.73835 0.3 0.1 0.2 0.36
C -6.86664 6.85882 -5.00886 -0.4 0.0 -0.7 -0.61
O -6.53942 5.84543 -4.09316 0.7 -1.6 -0.2 -0.36
C -6.25856 4.48569 -4.58926 0.5 0.1 0.6 -0.54
C -4.76458 4.15740 -4.74232 0.7 3.1 -1.0 -0.51
N -4.15049 4.81409 -5.95797 -1.8 -0.2 0.5 -0.29
C -4.73258 4.29442 -7.17845 0.7 0.2 -0.3 -0.41
C -4.13002 4.99076 -8.40103 -0.1 -2.4 0.3 -0.54
O -4.56138 4.17219 -9.51483 1.1 -0.5 0.5 -0.34
C -4.26619 4.87179 -10.71688 -1.2 0.8 0.7 -0.67
H -6.95187 7.83706 -4.53568 0.2 -0.3 0.6 0.28
H -7.85853 6.67317 -5.42089 -0.1 -0.1 -0.4 0.28
H -6.14964 6.99892 -5.81780 0.2 -0.3 -0.1 0.20
H -6.80247 4.12366 -5.46173 -0.4 0.8 -0.3 0.36
H -6.57406 3.78692 -3.81449 -0.3 0.4 0.4 0.37
H -4.57469 3.08732 -4.65889 0.0 -0.1 0.0 0.25
H -4.28629 4.79533 -3.99908 0.1 -0.9 0.9 0.37
H -3.14611 4.71065 -5.98313 0.1 -0.2 0.2 0.21
H -5.81082 4.42889 -7.26463 0.0 0.1 0.4 0.21
H -4.54191 3.22124 -7.18391 -0.1 -0.4 -0.7 0.24
H -3.04604 4.88745 -8.35205 0.3 0.4 0.0 0.32
H -4.41723 6.04214 -8.41554 -0.2 0.0 -0.4 0.38
H -3.27968 5.33458 -10.68970 0.0 0.3 0.1 0.26
H -5.12281 5.52993 -10.57146 0.5 1.4 -1.6 0.30
H -4.34308 4.35814 -11.67518 -0.2 -0.8 0.5 0.24
N 6.07821 1.29771 -1.58251 1.6 -3.6 -4.7 -0.37
C 5.97391 2.16174 -0.64881 -2.8 1.5 2.5 0.65
N 4.69546 2.39311 -0.33365 -1.7 0.1 -0.1 -0.22
O 6.86771 2.63475 -0.05451 4.0 2.1 2.0 -0.64
H 6.99622 1.31068 -2.00348 -0.2 -0.5 -0.2 0.23
H 5.28701 1.02119 -2.14610 0.4 0.0 -0.1 0.18
H 4.09784 1.86219 -0.95097 -1.1 0.8 1.0 0.04
H 4.45934 3.07495 0.37305 -0.3 -0.4 -0.4 0.13
N 3.09440 4.20644 -6.01153 4.0 -4.7 2.5 -0.37
C 2.11493 4.88646 -6.44924 -3.7 0.6 -0.1 0.70
N 2.50912 5.99289 -6.96221 1.9 4.5 -2.3 -0.38
O 0.95319 4.58043 -6.36879 -2.3 -1.1 0.3 -0.68
H 2.84705 3.31015 -5.61711 0.5 0.1 0.1 0.20
H 4.04846 4.53649 -5.98082 -0.4 -0.3 0.1 0.16
H 3.51037 6.00766 -7.09406 -0.4 1.2 -0.5 0.15
H 1.87862 6.73175 -7.23908 0.4 -0.4 0.0 0.22
O 2.60821 0.36407 -3.88237 0.3 0.2 -0.1 -0.62
H 2.11540 0.29445 -3.06473 -0.2 0.0 0.4 0.34
H 2.08132 -0.11538 -4.52172 -0.1 -0.1 -0.2 0.26
```
Positions in Å, forces in eV/Å.

## Properties
**E_tot**: -74579.2026 eV
**HOMO energy**: -8.229 eV
**LUMO energy**: 0.233 eV
**SMILES**: COCCNCCOC.COCCNCCOC.COCCNCCOC.COCCNCCOC.COCCNCCOC.NC(N)=O.NC(N)=O.O
**Net charge**: 0
**Spin multiplicity**: 1
**Largest force on an atom**: 6.62 eV/Å

***

4.
Here is C3H7NOS in the gas phase from the OMol25 dataset. Energies are from ωB97M-V with the def2-TZVPD basis set.

```
13
Properties=species:S:1:pos:R:3:forces:R:3:nbo_charge:R:1
C -1.38539 1.58098 0.32843 -2.9 -0.3 -0.3 -0.39
C -0.17083 -1.64703 0.23872 0.0 -0.4 -0.5 -0.73
C -1.08118 0.67193 -0.55540 2.2 0.7 0.0 -0.39
N 1.83248 -0.15810 0.31492 0.1 0.2 1.7 -0.59
O 2.84645 0.75206 -0.03096 -0.1 0.2 -0.8 -0.56
S 0.61150 -0.19233 -0.69604 -2.0 -1.8 -0.1 0.88
H 2.99267 0.57021 -0.97224 0.5 0.3 0.0 0.43
H -0.61893 1.68610 1.00185 1.4 1.0 2.2 0.21
H -2.44081 1.98316 0.49729 1.8 -0.2 -0.4 0.22
H -1.07112 -1.19936 0.65721 0.3 -0.3 0.3 0.23
H 0.57191 -1.95297 1.00879 -0.5 0.4 -0.7 0.27
H -0.51036 -2.53442 -0.36003 0.7 1.0 0.1 0.23
H -1.57638 0.43977 -1.43253 -1.5 -0.7 -1.5 0.20
```
Positions in Å, forces in eV/Å.

## Properties
**E_tot**: -17591.7127 eV
**HOMO energy**: -8.054 eV
**LUMO energy**: 0.670 eV
**Net charge**: 0
**Spin multiplicity**: 1
**Largest force on an atom**: 2.97 eV/Å

***

5.
Here is C4H12N2O2 in the gas phase from the OMol25 dataset. Energies are from ωB97M-V with the def2-TZVPD basis set.

```
20
Properties=species:S:1:pos:R:3:forces:R:3:nbo_charge:R:1
O -3.77953 -0.09922 -0.02516 0.6 0.3 0.4 -0.74
C -2.58594 -0.82804 -0.41108 -1.4 0.6 -1.2 0.08
N -1.60361 -0.33786 0.42320 4.7 -2.5 3.6 -0.67
C -0.78031 0.76326 -0.07212 0.1 0.6 -0.3 -0.23
C 0.71009 0.70868 0.44692 -0.8 2.1 -0.8 -0.24
N 1.42251 -0.15313 -0.45754 -2.6 -1.0 -1.0 -0.65
C 2.72276 -0.42732 -0.03152 1.6 -0.7 -0.3 0.10
O 3.43778 0.78109 0.22904 -0.3 -0.2 -1.4 -0.71
H -3.45627 0.22114 0.86314 -0.9 -0.3 -1.2 0.48
H -2.24533 -0.54922 -1.46958 -1.3 -0.8 0.9 0.14
H -2.82845 -1.88238 -0.24343 0.5 0.0 -0.4 0.17
H -0.96583 -1.12298 0.93251 -2.2 2.5 -1.7 0.37
H -1.23871 1.73425 0.18263 0.2 -0.4 0.2 0.20
H -0.89609 0.71679 -1.20403 1.0 0.2 1.1 0.19
H 0.80881 0.50744 1.55818 -0.3 -0.2 -1.0 0.18
H 1.21131 1.70011 0.27465 -1.0 -0.6 0.6 0.21
H 0.77698 -0.97279 -0.58558 1.6 0.6 -0.2 0.36
H 2.66757 -0.92266 0.89132 0.4 -0.7 1.9 0.13
H 3.24824 -1.15251 -0.70542 -0.3 0.9 0.1 0.16
H 3.37401 1.31534 -0.59610 0.2 -0.5 0.8 0.47
```
Positions in Å, forces in eV/Å.

## Properties
**E_tot**: -11415.7392 eV
**HOMO energy**: -9.161 eV
**LUMO energy**: 0.762 eV
**SMILES**: OCNCCNCO
**Net charge**: 0
**Spin multiplicity**: 1
**Largest force on an atom**: 6.41 eV/Å

***

Copy entry 2 word for word.
Here is a 2-piece molecular cluster, C4H7NSi overall from the OMol25 dataset. Energies are from ωB97M-V with the def2-TZVPD basis set.

```
13
Properties=species:S:1:pos:R:3:forces:R:3:nbo_charge:R:1
C 2.61691 0.93839 -0.61159 -0.7 -0.4 0.5 -0.18
C 2.30230 -0.00297 0.14387 0.3 -0.9 -0.5 -0.24
C 1.87575 -1.13875 0.75756 0.1 1.2 0.2 -0.16
C -0.93679 -0.68279 0.13122 -0.3 -6.4 -1.4 -0.86
N -0.56778 0.61050 0.30711 -0.7 3.3 3.1 -0.84
Si -2.49335 -0.08974 -0.23986 -1.6 0.5 -1.8 1.23
H 2.40620 1.94393 -0.87634 0.3 0.5 -0.1 0.23
H 2.32395 -2.01807 0.32840 0.1 -0.6 0.0 0.17
H -0.41309 -1.18390 -0.63749 0.7 -0.8 -0.6 0.20
H 0.38538 0.64189 -0.09566 -0.7 1.5 0.8 0.44
H -0.71262 0.59141 1.38433 1.8 1.7 -2.2 0.41
H -3.36326 0.01181 0.86565 -0.9 0.4 1.1 -0.23
H -3.42359 0.37828 -1.45722 1.4 0.0 0.9 -0.18
```
Positions in Å, forces in eV/Å.

## Properties
**E_tot**: -13617.7856 eV
**HOMO energy (spin up / spin down)**: -6.423 / -6.885 eV
**LUMO energy (spin up / spin down)**: -1.618 / -1.066 eV
**Net charge**: 0
**Spin multiplicity**: 1
**Largest force on an atom**: 6.59 eV/Å